(1)
{
  "formula": "C29H32BN12O3W",
  "method": "ωB97M-V/def2-TZVPD",
  "species": ["W", "C", "C", "N", "N", "C", "B", "N", "C", "C", "C", "N", "N", "C", "C", "C", "N", "H", "H", "H", "H", "H", "H", "H", "H", "H", "H", "C", "O", "C", "C", "C", "C", "C", "C", "N", "N", "C", "O", "C", "C", "C", "C", "C", "C", "C", "O", "H", "H", "H", "H", "H", "H", "H", "H", "H", "H", "H", "H", "C", "C", "C", "C", "N", "C", "N", "N", "N", "H", "H", "H", "H", "H", "H", "H", "H", "H", "H"],
  "positions_angstrom": [[0.435399, -0.246626, 0.559937], [-0.642914, -4.502613, 0.005963], [-0.690946, -3.183840, -0.415284], [-0.035832, -2.401630, 0.451974], [0.450492, -3.212011, 1.429885], [0.101575, -4.473672, 1.178688], [1.542456, -2.519234, 2.267858], [2.080917, -1.573917, 1.147481], [3.284361, -1.634156, 0.725330], [3.833479, -0.823741, -0.360076], [3.199866, 0.264492, -0.781345], [2.049457, 0.805147, -0.119871], [0.864385, -1.520459, 3.221747], [0.598378, -1.473594, 4.522411], [-0.314034, -0.445182, 4.759072], [-0.576352, 0.098939, 3.522010], [0.146242, -0.559104, 2.583511], [-1.071811, -5.362526, -0.477489], [-1.165631, -2.765486, -1.284198], [0.413139, -5.269265, 1.836043], [2.315901, -3.243879, 2.806509], [3.929398, -2.376350, 1.194240], [4.757771, -1.139893, -0.823329], [3.500857, 0.857850, -1.635952], [1.050419, -2.181591, 5.198608], [-0.727045, -0.141388, 5.704885], [-1.223912, 0.915475, 3.252741], [-3.574118, -2.333598, 0.351745], [-4.371643, -1.163631, 0.242562], [-3.864669, 0.064102, 0.101647], [-4.858699, 1.029161, -0.140725], [-4.630171, 2.391834, -0.200719], [-3.355040, 2.860044, 0.037725], [-2.330350, 1.927642, 0.251323], [-1.120400, 2.430073, 0.753185], [-0.029194, 1.763513, 1.063772], [0.890256, 2.610284, 1.681197], [2.046298, 2.116206, 1.795243], [2.187444, 0.772832, 1.317444], [3.250559, 2.705468, 2.334161], [3.221169, 4.074914, 2.631678], [4.346641, 4.672888, 3.162551], [5.488831, 3.912421, 3.396482], [5.515440, 2.553839, 3.105182], [4.395771, 1.941633, 2.571398], [-2.546304, 0.529209, 0.210064], [-1.459903, -0.269738, 0.375609], [-4.268341, -3.140165, 0.567013], [-2.843384, -2.252964, 1.157417], [-3.088181, -2.524826, -0.604139], [-5.862820, 0.640384, -0.258525], [-5.449804, 3.073120, -0.377929], [-3.139752, 3.918343, 0.090417], [-1.060702, 3.492943, 0.967544], [2.328983, 4.654459, 2.442176], [4.338422, 5.728178, 3.395033], [6.368699, 4.387515, 3.809253], [6.408714, 1.977513, 3.299494], [4.414932, 0.882903, 2.349885], [-2.756677, -1.342105, -4.454170], [-1.965704, -0.410381, -5.367164], [-2.504443, 1.015172, -5.360999], [-0.466378, -0.512795, -5.100591], [-0.129301, -0.382275, -3.642119], [0.448653, -1.270378, -2.841856], [0.504733, -0.713689, -1.641592], [-0.044099, 0.491061, -1.744704], [-0.441208, 0.718122, -2.938128], [-3.793227, -1.405190, -4.779982], [-2.771948, -0.971219, -3.422133], [-2.356555, -2.359775, -4.455891], [-2.049424, -0.792414, -6.390148], [-2.487552, 1.456854, -4.364526], [-3.537325, 1.019252, -5.706247], [-1.934458, 1.660946, -6.028903], [0.132270, 0.234106, -5.618775], [-0.097900, -1.506339, -5.357650], [0.795836, -2.247198, -3.134951]],
  "forces_ev_per_angstrom": [[0.8, 0.1, 0.2], [0.0, 0.1, 0.0], [-0.1, 0.0, 0.0], [-0.2, 0.0, 0.1], [0.0, 0.0, -0.1], [0.0, 0.1, 0.0], [0.0, -0.1, 0.1], [0.0, 0.1, 0.0], [0.1, 0.0, -0.1], [-0.1, -0.2, 0.2], [-0.4, 0.3, 0.2], [0.2, -0.2, -0.3], [0.0, 0.0, 0.0], [-0.1, 0.0, -0.1], [0.0, 0.0, 0.0], [0.0, -0.1, 0.0], [0.1, 0.0, 0.2], [0.0, 0.0, 0.0], [0.0, 0.0, 0.0], [0.0, 0.0, 0.0], [0.0, 0.0, -0.1], [0.0, 0.0, -0.1], [0.0, 0.0, 0.0], [0.0, 0.0, 0.0], [0.0, 0.0, 0.0], [0.0, 0.0, 0.0], [0.0, 0.0, 0.0], [0.0, 0.0, 0.0], [0.1, 0.0, 0.0], [-0.1, 0.2, 0.1], [0.0, -0.1, 0.0], [0.2, 0.0, 0.0], [-0.2, -0.1, 0.0], [0.2, 0.2, 0.1], [0.0, 0.1, -0.1], [-0.2, 0.0, 0.0], [-0.1, 0.0, -0.1], [0.2, -0.1, 0.0], [0.0, 0.0, 0.1], [-0.4, 0.1, -0.1], [0.2, 0.0, 0.1], [-0.1, -0.1, 0.0], [0.0, 0.0, 0.0], [-0.1, 0.0, 0.0], [0.1, 0.0, 0.0], [0.1, -0.2, 0.1], [-0.3, 0.0, -0.1], [0.0, 0.0, 0.0], [0.0, 0.0, 0.0], [0.0, 0.0, 0.1], [0.0, 0.0, 0.0], [0.0, 0.0, 0.0], [0.0, 0.0, 0.0], [0.0, 0.0, 0.0], [0.0, 0.0, 0.0], [0.0, 0.0, 0.0], [0.0, 0.0, 0.0], [0.0, 0.0, 0.0], [0.0, 0.0, 0.0], [0.0, 0.0, 0.1], [0.0, -0.1, -0.2], [0.0, 0.0, 0.0], [0.2, -0.1, 0.4], [-0.1, 0.2, -0.2], [0.0, 0.0, 0.2], [-0.1, 0.0, 0.3], [-0.3, 0.4, -0.7], [0.2, -0.2, 0.0], [0.0, 0.0, 0.0], [0.0, 0.0, 0.0], [0.0, 0.0, 0.0], [0.0, 0.0, 0.0], [0.0, 0.0, 0.0], [0.0, 0.0, 0.0], [0.0, 0.0, 0.0], [-0.1, 0.0, 0.0], [0.0, 0.0, -0.1], [0.0, 0.0, 0.0]],
  "total_energy_ev": -57090.6188,
  "multiplicity": 1,
  "e_above_lowest_kcal_mol": 78.07,
  "total_charge": 3
}



(2)
{
  "formula": "C29H32BrInN15O",
  "method": "ωB97M-V/def2-TZVPD",
  "species": ["In", "C", "N", "C", "N", "C", "N", "C", "C", "C", "C", "C", "C", "C", "N", "N", "C", "O", "C", "C", "C", "C", "C", "C", "N", "C", "N", "C", "N", "C", "H", "H", "H", "H", "H", "H", "H", "H", "H", "H", "H", "H", "H", "H", "H", "H", "N", "C", "C", "N", "H", "H", "H", "H", "H", "H", "H", "H", "N", "C", "N", "N", "C", "N", "H", "H", "H", "H", "Br", "C", "C", "C", "C", "N", "C", "H", "H", "H", "H"],
  "positions_angstrom": [[0.745665, -0.301425, -0.242309], [2.910256, -0.034953, 5.097665], [1.909331, -0.238808, 4.024876], [1.866800, 0.370609, 2.847521], [0.998747, -0.251783, 2.050270], [0.520337, -1.268217, 2.848672], [1.063989, -1.296738, 4.037004], [4.294831, -0.028255, 4.475425], [5.347068, 0.731011, 4.983876], [6.543138, 0.812982, 4.282189], [6.680602, 0.212916, 3.033208], [5.633252, -0.552626, 2.536279], [4.480683, -0.717786, 3.298554], [5.507882, -1.028083, 1.150725], [4.524896, -1.741953, 0.702307], [4.572670, -1.671915, -0.676840], [5.583731, -0.923386, -0.979573], [6.237538, -0.513565, 0.133431], [5.797113, -0.319686, -2.303899], [6.835980, 0.539585, -2.636496], [6.793614, 1.209169, -3.856495], [5.705990, 1.077013, -4.709407], [4.659601, 0.220759, -4.369043], [3.398932, 0.078406, -5.208601], [2.315411, -0.412073, -4.335692], [1.737154, 0.227351, -3.324357], [1.123379, -0.649838, -2.525463], [1.368725, -1.852306, -3.155411], [2.085039, -1.739106, -4.241019], [4.743307, -0.500531, -3.196323], [2.766605, -0.849168, 5.801619], [2.708636, 0.899014, 5.613560], [2.454548, 1.243778, 2.612907], [-0.233300, -1.976284, 2.539038], [5.229569, 1.274394, 5.916314], [7.359341, 1.396848, 4.687276], [7.583909, 0.355099, 2.450084], [3.700711, -1.348855, 2.894725], [7.664282, 0.694601, -1.955012], [7.604519, 1.871631, -4.130436], [5.672059, 1.648135, -5.632882], [3.525383, -0.665363, -5.990701], [3.102714, 1.017056, -5.669499], [1.766437, 1.298325, -3.203006], [1.018012, -2.809155, -2.811220], [3.976937, -1.213057, -2.922226], [2.762496, 0.810254, -0.332678], [2.659939, 2.272379, -0.564472], [1.414932, 2.835219, 0.113925], [0.244046, 2.005060, -0.242834], [3.231254, 0.611526, 0.550018], [3.348343, 0.352352, -1.032426], [2.603894, 2.451555, -1.635639], [3.544985, 2.791612, -0.204397], [1.284114, 3.875361, -0.170608], [1.531035, 2.809225, 1.196820], [-0.141637, 2.288856, -1.140493], [-0.510870, 2.134034, 0.423220], [-6.045952, -0.805058, -0.114629], [-4.828094, -1.281801, -0.303437], [-4.659206, -2.535108, -0.719647], [-3.811735, -0.452645, -0.054316], [-2.560036, -0.501579, -0.139295], [-1.387202, -0.430748, -0.175428], [-6.872804, -1.354810, -0.276065], [-6.161333, 0.144678, 0.197119], [-5.446767, -3.138004, -0.892198], [-3.741813, -2.927656, -0.839707], [-1.825065, -5.441016, -1.084207], [-0.316030, -4.585640, -0.361978], [0.621423, -5.279562, 0.390908], [1.718180, -4.585586, 0.875246], [1.833003, -3.233529, 0.621769], [0.909572, -2.564842, -0.092271], [-0.143743, -3.241146, -0.591630], [0.498873, -6.338897, 0.582168], [2.483614, -5.094432, 1.445703], [2.697821, -2.670947, 0.957406], [-0.851892, -2.692632, -1.191686]],
  "forces_ev_per_angstrom": [[0.1, 0.1, -0.1], [0.1, -0.1, -0.1], [0.0, 0.0, 0.2], [-0.2, 0.0, 0.2], [-0.2, -0.2, 0.0], [0.1, 0.1, 0.1], [0.0, 0.3, -0.3], [0.0, 0.1, 0.1], [-0.1, 0.0, 0.0], [0.0, 0.0, -0.1], [0.1, 0.0, -0.1], [0.1, 0.0, -0.1], [0.1, -0.1, -0.2], [-0.1, -0.1, 0.0], [0.2, 0.2, 0.0], [-0.1, 0.0, 0.0], [-0.2, -0.1, 0.0], [0.3, 0.3, 0.0], [0.1, 0.1, 0.1], [0.1, 0.0, 0.1], [0.0, 0.0, 0.0], [-0.1, 0.0, -0.1], [0.0, 0.0, -0.1], [0.1, -0.1, 0.2], [-0.1, 0.2, -0.2], [0.0, -0.2, -0.2], [0.1, 0.0, -0.1], [0.0, 0.1, 0.0], [-0.1, 0.2, 0.3], [0.0, -0.1, 0.2], [-0.1, -0.1, 0.0], [-0.1, 0.1, 0.0], [0.0, -0.1, 0.0], [0.1, 0.0, 0.0], [0.0, 0.0, -0.1], [0.0, 0.0, 0.0], [-0.1, 0.0, 0.1], [0.0, 0.0, 0.0], [0.0, 0.0, -0.1], [0.0, 0.0, 0.0], [0.0, -0.1, 0.1], [-0.1, -0.1, -0.1], [-0.1, 0.1, 0.0], [0.1, -0.1, 0.0], [0.0, 0.0, 0.0], [0.1, 0.0, 0.0], [0.1, -0.3, 0.1], [-0.2, -0.1, 0.1], [0.1, -0.2, 0.0], [0.1, -0.1, -0.1], [0.1, 0.1, 0.0], [0.0, 0.1, -0.1], [0.0, 0.0, -0.1], [0.1, 0.0, 0.0], [0.0, 0.1, 0.0], [-0.1, 0.0, 0.0], [0.0, 0.0, 0.0], [0.0, 0.0, 0.1], [0.0, 0.0, 0.0], [0.3, -0.1, 0.0], [0.0, 0.0, 0.0], [0.1, 0.5, 0.2], [-0.3, -0.4, -0.1], [-0.2, -0.1, 0.0], [0.0, 0.0, 0.0], [0.0, 0.0, 0.0], [0.0, 0.0, 0.0], [0.0, 0.0, 0.0], [0.0, 0.0, 0.0], [-0.1, -0.1, -0.1], [0.1, -0.1, 0.1], [-0.1, -0.2, 0.0], [0.0, 0.3, -0.2], [-0.2, 0.0, 0.1], [0.3, 0.1, 0.2], [0.0, 0.0, 0.0], [0.0, 0.0, 0.0], [-0.1, 0.0, 0.0], [-0.1, 0.1, 0.0]],
  "total_energy_ev": -130186.7385,
  "multiplicity": 1,
  "total_charge": 3
}



(3)
{
  "formula": "C29H32BrN7O6SZr",
  "method": "ωB97M-V/def2-TZVPD",
  "species": ["Zr", "N", "C", "S", "N", "N", "C", "C", "C", "C", "C", "C", "N", "H", "H", "H", "H", "H", "H", "H", "O", "C", "O", "C", "O", "C", "C", "O", "O", "H", "H", "H", "H", "H", "Br", "C", "C", "C", "C", "C", "C", "N", "C", "C", "C", "C", "C", "C", "N", "H", "H", "H", "H", "H", "H", "H", "H", "H", "O", "C", "C", "C", "C", "C", "C", "N", "H", "H", "H", "H", "H", "H", "H", "H", "H", "H", "H"],
  "positions_angstrom": [[0.128370, 0.034214, -0.086735], [-2.069554, -3.692518, 0.213243], [-1.616704, -2.593057, -0.416177], [-2.332904, -1.030335, -0.019506], [-0.654819, -2.694198, -1.294482], [-0.423557, -1.395735, -1.750148], [-0.742307, -1.052238, -2.927705], [-0.913870, 0.386196, -3.126486], [-1.235350, 0.935281, -4.352865], [-1.557408, 2.284748, -4.414308], [-1.558298, 3.023520, -3.245512], [-1.207731, 2.402757, -2.055212], [-0.887265, 1.111861, -1.985747], [-2.933687, -3.637179, 0.723268], [-1.794041, -4.592853, -0.148564], [-1.057213, -1.777031, -3.672996], [-1.252264, 0.310361, -5.235612], [-1.819819, 2.744893, -5.357462], [-1.827647, 4.070120, -3.243647], [-1.166920, 2.954615, -1.127274], [-1.455088, 2.744292, 2.955398], [-0.742212, 1.903401, 2.257701], [-1.173517, 1.341297, 1.257910], [0.612392, 1.644786, 2.868922], [1.456919, 0.893326, 2.014914], [2.527582, 1.675243, 1.456350], [1.990530, 2.492486, 0.295533], [2.619827, 3.397915, -0.191891], [0.813056, 2.088565, -0.110592], [-2.338975, 2.858797, 2.565084], [0.440067, 1.081711, 3.790631], [1.061853, 2.598530, 3.150399], [3.270628, 0.969595, 1.086195], [2.991988, 2.310979, 2.208686], [6.262435, -3.466536, -3.442558], [4.909856, -2.921048, -2.248666], [3.627356, -3.431843, -2.379999], [2.617552, -3.003578, -1.529841], [2.914186, -2.071170, -0.547643], [4.201026, -1.582744, -0.391769], [5.204749, -2.006686, -1.249387], [1.863633, -1.654648, 0.358993], [1.919397, -2.215153, 1.500116], [0.866140, -2.019594, 2.488400], [0.914841, -2.675658, 3.703712], [-0.154529, -2.535805, 4.578835], [-1.227272, -1.762774, 4.180638], [-1.192884, -1.144677, 2.935686], [-0.160126, -1.247482, 2.100531], [3.415662, -4.165493, -3.146309], [1.613359, -3.394647, -1.623340], [4.427742, -0.873077, 0.394583], [6.212395, -1.629418, -1.139482], [2.725620, -2.905693, 1.743664], [1.769281, -3.291738, 3.949809], [-0.152588, -3.033454, 5.539095], [-2.096826, -1.638905, 4.810647], [-2.035072, -0.566246, 2.585095], [1.747317, 0.148567, -1.554022], [2.221521, 0.779823, -2.554895], [3.123505, 0.059952, -3.510957], [4.568761, 0.585468, -3.481875], [4.787503, 1.865226, -4.280392], [3.999438, 3.070986, -3.781467], [2.488608, 2.888304, -3.830445], [1.954446, 2.049618, -2.748857], [2.711397, 0.158646, -4.521820], [3.086087, -0.993497, -3.246209], [5.212380, -0.200569, -3.879688], [4.873741, 0.728530, -2.440238], [4.532132, 1.677055, -5.328674], [5.850630, 2.109271, -4.268699], [4.239473, 3.932579, -4.407407], [4.288461, 3.335794, -2.761297], [2.176828, 2.467589, -4.790288], [1.992272, 3.850792, -3.724352], [1.449451, 2.515352, -2.002997]],
  "forces_ev_per_angstrom": [[0.2, 0.1, 0.0], [0.1, 0.0, 0.0], [-0.1, 0.0, 0.1], [0.0, 0.0, 0.0], [0.0, 0.0, -0.1], [0.0, -0.1, 0.0], [0.0, -0.1, 0.0], [0.0, 0.1, 0.0], [0.0, 0.0, 0.0], [0.0, 0.0, 0.0], [0.0, 0.0, 0.0], [0.0, 0.0, 0.0], [0.1, 0.0, -0.1], [0.0, 0.0, 0.0], [0.0, 0.0, 0.0], [0.0, 0.0, 0.0], [0.0, 0.0, 0.0], [0.0, 0.0, 0.0], [0.0, 0.0, 0.0], [0.0, 0.0, 0.0], [0.0, 0.0, 0.0], [-0.1, 0.0, 0.0], [-0.1, 0.0, 0.1], [0.0, 0.0, 0.0], [0.0, 0.0, -0.1], [0.0, 0.0, 0.0], [0.0, 0.1, -0.1], [0.0, 0.0, 0.0], [0.0, 0.0, 0.0], [0.0, 0.0, 0.0], [0.0, 0.0, 0.0], [0.0, 0.0, 0.0], [0.0, 0.0, 0.0], [0.0, 0.0, 0.0], [0.0, 0.0, 0.0], [0.0, 0.0, 0.0], [-0.1, -0.1, 0.0], [0.1, 0.0, 0.0], [-0.1, 0.0, 0.0], [-0.1, 0.0, 0.0], [0.1, 0.0, 0.0], [-0.1, 0.0, 0.0], [0.0, 0.0, 0.0], [0.0, 0.0, 0.1], [0.0, 0.0, 0.0], [0.0, 0.0, 0.0], [0.0, 0.0, 0.0], [0.0, 0.0, 0.0], [-0.1, 0.0, 0.0], [0.0, 0.0, 0.0], [0.0, 0.0, 0.0], [0.0, 0.0, 0.0], [0.0, 0.0, 0.0], [0.0, 0.0, 0.0], [0.0, 0.0, 0.0], [0.0, 0.0, 0.0], [0.0, 0.0, 0.0], [0.0, 0.0, 0.0], [0.0, 0.0, 0.0], [0.0, 0.1, 0.0], [-0.1, -0.1, 0.0], [0.0, 0.0, 0.0], [0.0, 0.0, 0.0], [0.0, 0.0, 0.0], [0.0, 0.0, 0.0], [0.0, 0.0, 0.0], [0.0, 0.0, 0.0], [0.0, 0.0, 0.0], [0.0, 0.0, 0.0], [0.0, 0.0, 0.0], [0.0, 0.0, 0.0], [0.0, 0.0, 0.0], [0.0, 0.0, 0.0], [0.0, 0.0, 0.0], [0.0, 0.0, 0.0], [0.0, 0.0, 0.0], [0.0, 0.0, 0.0]],
  "total_energy_ev": -135459.3772,
  "multiplicity": 1,
  "e_above_lowest_kcal_mol": 19.37,
  "total_charge": 2
}



HOMO-LUMO gap, respectively: 5.498, 8.256, 7.156 eV.